Density functional theory data (the ωB97M-V functional and the def2-TZVPD basis) for a structure of composition C27H48AlBr2Cl4CsFINbO16P in a non-equilibrium geometry.

Values from the calculation:
**HOMO energy**: -11.91 eV
**Kohn-Sham gap**: 3.363 eV

```
! RIJCOSX wB97M-V def2-TZVPD def2/J DEFGRID3
* xyz 2 1
C -4.9183 -8.3522 4.1649
C -5.7233 -7.4224 3.2932
C -7.0580 -7.6875 3.0368
C -7.7781 -6.8156 2.2321
C -7.1749 -5.6850 1.7222
C -5.8371 -5.3898 1.9627
C -5.2574 -4.1567 1.3327
Nb -4.5321 -2.5844 2.7140
I -3.6540 -1.1815 0.4206
C -2.4039 -3.6040 3.0210
C -1.8241 -4.1114 1.7570
O -1.0543 -3.4599 1.1038
O -2.1236 -5.3761 1.3312
C -5.2427 -3.4587 4.6049
C -6.6907 -3.2480 4.9226
O -7.0831 -2.6821 5.8921
F -7.5698 -3.7765 4.0560
C -5.1274 -6.2973 2.7440
H -4.1924 -7.8125 4.7746
H -5.5677 -8.9011 4.8416
H -4.3790 -9.0768 3.5537
H -7.5443 -8.5627 3.4419
H -8.8162 -7.0066 2.0011
H -7.7453 -5.0120 1.0874
H -4.4349 -4.4401 0.6628
H -5.9999 -3.7052 0.6676
H -3.8696 -1.1852 3.7050
H -6.0610 -1.6566 2.5728
H -2.4166 -4.3370 3.8508
H -1.7372 -2.7968 3.3517
H -2.7745 -5.8259 1.8961
H -4.9777 -4.5082 4.7484
H -4.7325 -2.9060 5.3999
H -4.0739 -6.1165 2.9651
Cs -1.8530 -0.0295 2.8434
C -1.5413 2.8080 -2.1870
O -0.8892 2.9256 -0.9242
H -2.4455 2.2225 -2.0421
H -1.8138 3.7916 -2.5755
H -0.8992 2.2992 -2.9121
H -0.0905 3.4457 -1.0601
C -0.6288 4.0033 -8.7276
O 0.0215 3.9043 -7.4230
P 0.9827 2.6729 -7.1207
O 1.0435 2.6205 -5.6171
O 2.3023 3.3125 -7.7848
C 2.7742 4.5936 -7.3463
O 1.3782 1.2385 -7.6592
C 0.5097 0.1166 -7.3289
H -1.1970 4.9267 -8.7299
H 0.1171 4.0329 -9.5222
H -1.3076 3.1674 -8.8790
H 2.4770 4.8119 -6.3196
H 2.3920 5.3733 -8.0017
H 3.8600 4.5864 -7.4223
H -0.5323 0.3439 -7.5421
H 0.6288 -0.1435 -6.2793
H 0.8200 -0.7171 -7.9498
C -10.1625 -2.0473 1.4016
Cl -10.2783 -1.5511 3.0859
Cl -8.9999 -3.3895 1.2718
Cl -11.7366 -2.5827 0.8235
Cl -9.5942 -0.6924 0.4188
C 1.1302 4.9411 3.6832
O 1.0108 6.0933 4.0657
O 2.2082 4.4010 3.3464
O 0.1996 4.1094 3.5693
O 3.4858 2.9309 -4.7070
H 4.1732 2.5595 -5.2882
H 3.5650 2.5863 -3.7988
H 2.5361 2.7692 -5.0924
Al -0.8222 -5.6279 3.6645
Br 5.4050 3.9101 1.8171
C 5.1233 3.4969 -0.0567
C 4.0182 4.3369 -0.6432
Br 2.2578 3.7006 -0.0898
H 4.9282 2.4305 -0.1210
H 6.0677 3.7228 -0.5487
H 4.0224 4.2674 -1.7302
H 4.0768 5.3805 -0.3530
C 9.2899 3.2614 4.1742
C 9.0352 4.5225 4.9641
C 7.9902 5.4489 4.3881
O 8.3907 6.7139 4.9212
C 9.7376 6.6612 5.1156
O 10.4193 7.5925 5.3722
O 10.1847 5.3853 4.9620
H 8.5531 2.4987 4.4251
H 9.2355 3.4496 3.1006
H 10.2845 2.8729 4.3870
H 8.8088 4.2741 6.0049
H 6.9753 5.2054 4.6960
H 8.0339 5.5109 3.2975
C 5.4469 0.0103 -3.1551
C 4.5085 -0.3598 -2.0240
O 4.5892 0.1753 -0.9442
C 3.4746 -1.4193 -2.3093
H 6.1374 0.7802 -2.8142
H 6.0208 -0.8603 -3.4713
H 4.8740 0.3898 -4.0074
H 3.9640 -2.3544 -2.5845
H 2.8227 -1.0916 -3.1216
H 2.8758 -1.5820 -1.4171
*
```

Density functional theory data (the ωB97M-V functional and the def2-TZVPD basis) for a structure of composition C5H8FLaO4 in a non-equilibrium geometry.

Values from the calculation:
**HOMO energy (alpha / beta)**: -10.27 / -13.53 eV
**Kohn-Sham gap (alpha / beta)**: 5.779 / 8.893 eV
**Energy relative to the best compared isomer or geometry (same formula, charge and spin)**: 0.00 kJ/mol

```
! RIJCOSX wB97M-V def2-TZVPD def2/J DEFGRID3
* xyz 1 2
O -0.4504 -1.0932 -1.3230
C -1.4127 -0.3167 -1.8199
C -1.9327 0.6265 -0.7310
O -1.8482 -0.0993 0.4991
C -0.6070 -0.3495 0.9277
O 0.0752 0.7390 1.2032
O -0.3354 -1.4712 1.3888
C 1.4586 0.6123 1.5933
H -2.9746 0.9220 -0.8827
F -2.5376 -1.0959 -2.2496
H -1.1128 0.2493 -2.7191
H -1.2838 1.5109 -0.6852
H 1.6623 1.5357 2.1460
H 1.5507 -0.2424 2.2740
C 2.3736 0.4735 0.3974
H 3.4136 0.4839 0.7505
H 2.2116 -0.4787 -0.1238
H 2.2330 1.3073 -0.3027
La -0.4834 -3.3135 -0.3431
*
```

Density functional theory data (the ωB97M-V functional and the def2-TZVPD basis) for a structure of composition C30H41AsN6STi in a non-equilibrium geometry.

Values from the calculation:
**HOMO energy (alpha / beta)**: -19.51 / -19.51 eV
**Kohn-Sham gap (alpha / beta)**: 6.565 / 6.564 eV
**Energy relative to the best compared isomer or geometry (same formula, charge and spin)**: 32.78 kJ/mol

```
! RIJCOSX wB97M-V def2-TZVPD def2/J DEFGRID3
* xyz 4 1
Ti 0.8600 -0.7377 0.9483
N 1.3101 -2.7111 0.0608
C 0.8892 -3.8848 0.9150
C 0.0330 -3.3571 2.0422
N 0.6844 -2.1376 2.5942
C -0.1925 -1.4632 3.6110
C 0.2951 -0.0457 3.8621
N 0.6764 0.6603 2.5772
C 2.0068 -2.4686 3.2481
C 3.2002 -2.1757 2.3638
N 2.9591 -0.8706 1.6800
H 0.8381 -2.8059 -0.8452
H 2.3004 -2.7997 -0.1685
H 1.7796 -4.3960 1.2763
H 0.3374 -4.5982 0.3043
H -0.1151 -4.1074 2.8240
H -0.9573 -3.0631 1.6810
H -0.1858 -2.0418 4.5386
H -1.2092 -1.4697 3.2243
H 1.1711 -0.0295 4.5087
H -0.4784 0.5287 4.3718
H 1.4896 1.2423 2.7711
H -0.0677 1.3315 2.3150
H 1.9913 -3.5120 3.5693
H 2.0747 -1.8709 4.1549
H 3.3637 -2.9375 1.6047
H 4.1125 -2.1374 2.9609
H 3.6402 -0.7332 0.9311
H 3.1683 -0.1222 2.3390
C -5.4489 2.6742 -0.0339
C -4.0452 2.5895 0.4434
C -3.3081 3.6385 0.9555
C -2.0178 3.4067 1.4134
N -1.4708 2.1647 1.3642
C -2.1745 1.1827 0.8663
S -1.6248 -0.4874 0.8160
N -3.4331 1.3785 0.4046
C -1.1932 4.4913 2.0071
H -5.6987 3.6965 -0.3070
H -6.1156 2.3669 0.7774
H -5.6186 2.0191 -0.8887
H -3.7449 4.6256 1.0038
H -3.9424 0.5874 0.0222
H -1.5200 5.4729 1.6717
H -0.1405 4.3510 1.7666
H -1.3018 4.4625 3.0958
C -2.5025 3.1218 -3.1302
C -2.8041 1.7813 -3.3315
C -1.9497 0.7966 -2.8515
C -0.7923 1.1753 -2.1703
C -0.4817 2.5193 -1.9665
C -1.3461 3.4912 -2.4509
As 0.3389 -0.2521 -1.5993
C 2.1176 0.3510 -1.3180
C 3.3355 0.0226 -1.9153
C 4.4938 0.6307 -1.4524
C 4.4586 1.5515 -0.3977
C 3.2595 1.8735 0.2145
C 2.0875 1.2546 -0.2346
C 0.0675 -1.7646 -2.7146
C -0.8114 -2.7877 -2.3488
C -1.0267 -3.8411 -3.2263
C -0.3774 -3.8680 -4.4562
C 0.4782 -2.8374 -4.8255
C 0.7022 -1.7754 -3.9601
H -3.1519 3.8865 -3.5366
H -3.6836 1.5004 -3.8959
H -2.1729 -0.2464 -3.0440
H 0.4395 2.8295 -1.4917
H -1.0989 4.5380 -2.3356
H 3.3909 -0.6806 -2.7366
H 5.4388 0.4114 -1.9333
H 5.3757 2.0303 -0.0792
H 3.2347 2.6223 0.9968
H 1.1257 1.6514 0.1294
H -1.3648 -2.7555 -1.4121
H -1.7142 -4.6328 -2.9614
H -0.5513 -4.6901 -5.1375
H 0.9634 -2.8525 -5.7921
H 1.3452 -0.9617 -4.2772
*
```

Density functional theory data (the ωB97M-V functional and the def2-TZVPD basis) for a cluster of 2 separate species, C2H2O4 in total in a non-equilibrium geometry.

Values from the calculation:
**HOMO energy**: -11.38 eV
**SMILES**: O=C=O.O=CO
**Kohn-Sham gap**: 11.861 eV
**Energy relative to the best compared isomer or geometry (same formula, charge and spin)**: 98.78 kJ/mol

```
! RIJCOSX wB97M-V def2-TZVPD def2/J DEFGRID3
* xyz 0 1
O -1.5292 -1.0209 0.2877
C -1.0970 -1.4133 -0.7089
O -0.8582 -1.9265 -1.7070
O 0.6375 0.9243 -1.0911
C 0.4295 1.1474 0.0455
O 1.4004 0.3087 0.8276
H -0.4872 1.4565 0.5833
H 1.5041 0.5238 1.7628
*
```

Density functional theory data (the ωB97M-V functional and the def2-TZVPD basis) for an isolated molecule of C4H7N3.

Values from the calculation:
**HOMO energy**: -9.31 eV
**SMILES**: Cc1cn(C)nn1
**Kohn-Sham gap**: 10.175 eV
**Energy relative to the best compared isomer or geometry (same formula, charge and spin)**: 71.97 kJ/mol

```
! RIJCOSX wB97M-V def2-TZVPD def2/J DEFGRID3
* xyz 0 1
C -2.5286 0.0885 -0.1434
C -1.0774 -0.1058 0.1547
C 0.0384 0.4488 -0.4219
N 1.0750 -0.1287 0.2292
C 2.4967 -0.0008 -0.0090
N 0.6370 -0.9804 1.1558
N -0.6589 -0.9712 1.1192
H -3.0031 -0.8859 -0.2938
H -3.0429 0.5831 0.6872
H -2.6725 0.6871 -1.0478
H 0.1766 1.1747 -1.2097
H 2.8979 -0.9649 -0.3270
H 3.0039 0.3187 0.9037
H 2.6579 0.7367 -0.7971
*
```

Density functional theory data (the ωB97M-V functional and the def2-TZVPD basis) for an isolated molecule of C12H19NO2 in a non-equilibrium geometry.

Values from the calculation:
**HOMO energy**: -7.83 eV
**SMILES**: CC1=[N+]([O-])[C@H]2[C@H]3CC[C@@](C)([C@H]2O1)C3(C)C
**Kohn-Sham gap**: 8.484 eV
**Energy relative to the best compared isomer or geometry (same formula, charge and spin)**: 431.34 kJ/mol

```
! RIJCOSX wB97M-V def2-TZVPD def2/J DEFGRID3
* xyz 0 1
C 3.9931 -1.1609 -0.0714
C 2.6460 -0.5024 0.1498
N 2.4036 0.7334 0.1878
O 3.1237 1.7229 -0.1253
C 0.8296 0.8349 0.9125
C -0.2386 1.5316 -0.0158
C 0.0267 1.1588 -1.4579
C -0.4076 -0.3466 -1.6043
C -0.7648 -0.7084 -0.1559
C -1.4208 -2.0567 0.0438
C 0.4647 -0.6084 0.7766
O 1.6642 -1.2907 0.5974
C -1.4909 0.6351 0.2914
C -1.9671 0.7132 1.7677
C -2.6950 0.9579 -0.6457
H 4.6855 -0.2355 -0.4323
H 3.9753 -1.8591 -0.8940
H 4.3813 -1.6035 0.9287
H 1.1485 1.1805 1.8146
H -0.3259 2.5421 -0.0157
H 1.1914 1.1698 -1.5612
H -0.5768 1.7036 -2.1625
H -1.2684 -0.4297 -2.1689
H 0.4973 -0.9351 -1.8838
H -1.8240 -2.1906 1.1010
H -0.5867 -2.8019 -0.1379
H -2.3021 -2.3895 -0.7044
H 0.1086 -0.9608 1.7417
H -2.8731 -0.0567 1.9877
H -2.3098 1.8215 1.9137
H -1.1633 0.3552 2.4921
H -3.1761 -0.0531 -0.7828
H -2.3332 1.4648 -1.5959
H -3.4154 1.6644 -0.2909
*
```

Repeat the fourth record exactly.
Density functional theory data (the ωB97M-V functional and the def2-TZVPD basis) for a cluster of 2 separate species, C2H2O4 in total in a non-equilibrium geometry.

Values from the calculation:
**HOMO energy**: -11.38 eV
**SMILES**: O=C=O.O=CO
**Kohn-Sham gap**: 11.861 eV
**Energy relative to the best compared isomer or geometry (same formula, charge and spin)**: 98.78 kJ/mol

```
! RIJCOSX wB97M-V def2-TZVPD def2/J DEFGRID3
* xyz 0 1
O -1.5292 -1.0209 0.2877
C -1.0970 -1.4133 -0.7089
O -0.8582 -1.9265 -1.7070
O 0.6375 0.9243 -1.0911
C 0.4295 1.1474 0.0455
O 1.4004 0.3087 0.8276
H -0.4872 1.4565 0.5833
H 1.5041 0.5238 1.7628
*
```

Copy entry 4 word for word.
Density functional theory data (the ωB97M-V functional and the def2-TZVPD basis) for a cluster of 2 separate species, C2H2O4 in total in a non-equilibrium geometry.

Values from the calculation:
**HOMO energy**: -11.38 eV
**SMILES**: O=C=O.O=CO
**Kohn-Sham gap**: 11.861 eV
**Energy relative to the best compared isomer or geometry (same formula, charge and spin)**: 98.78 kJ/mol

```
! RIJCOSX wB97M-V def2-TZVPD def2/J DEFGRID3
* xyz 0 1
O -1.5292 -1.0209 0.2877
C -1.0970 -1.4133 -0.7089
O -0.8582 -1.9265 -1.7070
O 0.6375 0.9243 -1.0911
C 0.4295 1.1474 0.0455
O 1.4004 0.3087 0.8276
H -0.4872 1.4565 0.5833
H 1.5041 0.5238 1.7628
*
```